No. 1
Formula: C4H5NO4S
Source: the Open Molecules 2025 dataset
Level of theory: wB97M-V/def2-TZVPD

The calculation puts the energy relative to the best compared isomer or geometry (same formula, charge and spin) at 50.8 kcal/mol. The lowest unoccupied orbital energy (alpha / beta) comes out at -0.31 / -0.31 eV.

XYZ file:
```
15
Properties=species:S:1:pos:R:3:mulliken_charge:R:1
C 0.736 0.861 -0.380 -0.4752
C 1.898 1.738 -0.318 -0.2071
C 0.701 -0.376 0.097 0.7505
C -0.570 -1.218 0.054 -1.2579
N 3.024 1.275 0.063 0.4077
O 4.059 1.917 0.136 -0.6376
O 2.853 -1.149 -1.317 -0.5043
O 4.201 -1.253 0.766 -0.5345
O 1.735 -0.895 0.873 -0.3197
S 3.085 -0.760 0.053 1.0677
H -0.187 1.130 -0.963 0.2805
H 1.800 2.774 -0.593 0.4422
H -1.229 -0.850 0.857 0.3075
H -0.389 -2.274 0.378 0.3271
H -0.977 -1.168 -0.993 0.3531
```

No. 2
Formula: C4H11NO
Source: the Open Molecules 2025 dataset
Level of theory: wB97M-V/def2-TZVPD

The calculation puts the energy relative to the best compared isomer or geometry (same formula, charge and spin) at 28.3 kcal/mol. The structure (SMILES) is C[C@H](O)[C@@H](C)N. The lowest unoccupied orbital energy comes out at 1.00 eV.

XYZ file:
```
17
Properties=species:S:1:pos:R:3:mulliken_charge:R:1
C 0.939 1.730 0.193 -1.4081
C 0.145 0.721 -0.701 0.3351
O -1.183 1.247 -0.793 -0.5944
C 0.128 -0.671 -0.051 0.0598
C -0.697 -0.795 1.233 -1.2524
N -0.118 -1.709 -1.027 -0.6159
H 1.893 1.356 0.533 0.3854
H 0.236 2.049 0.963 0.3245
H 0.956 2.617 -0.447 0.3464
H 0.626 0.735 -1.678 0.3512
H -1.767 0.517 -0.546 0.3651
H 1.178 -0.722 0.291 0.2482
H -0.859 -1.887 1.291 0.4163
H -1.741 -0.485 1.213 0.2593
H -0.157 -0.508 2.126 0.3281
H 0.271 -1.589 -1.946 0.2167
H 0.151 -2.607 -0.654 0.2347
```

No. 3
Formula: CH2N2O2S
Source: the Open Molecules 2025 dataset
Level of theory: wB97M-V/def2-TZVPD

The calculation puts the energy relative to the best compared isomer or geometry (same formula, charge and spin) at 156.9 kcal/mol. The lowest unoccupied orbital energy (alpha / beta) comes out at -0.57 / -0.73 eV.

XYZ file:
```
8
Properties=species:S:1:pos:R:3:mulliken_charge:R:1
C 0.048 -0.653 0.989 0.5485
N 0.409 -0.445 -0.309 -0.3537
N -0.590 0.388 0.337 -0.3999
O 2.055 -2.763 1.931 -0.4760
O -0.308 -1.688 1.794 -0.2773
S 1.237 -1.673 2.544 0.4003
H -0.062 -1.083 -0.925 0.2486
H -0.205 1.390 0.511 0.3095
```

No. 4
Formula: C3H5IS
Source: the Open Molecules 2025 dataset
Level of theory: wB97M-V/def2-TZVPD

The calculation puts the energy relative to the best compared isomer or geometry (same formula, charge and spin) at 4.0 kcal/mol. The lowest unoccupied orbital energy comes out at -0.84 eV.

XYZ file:
```
10
Properties=species:S:1:pos:R:3:mulliken_charge:R:1
C 1.249 1.016 -0.727 -0.3715
C -0.539 -0.368 0.418 -1.2481
C 0.002 0.285 -0.917 -0.1878
S 2.551 0.831 -1.743 -0.1870
I -1.314 1.806 -1.694 0.0946
H 1.411 1.448 0.241 0.3317
H -0.696 0.335 1.260 0.3675
H 0.102 -1.173 0.704 0.3723
H -1.454 -0.732 0.100 0.3991
H -0.058 -0.539 -1.642 0.4290
```

No. 5
Formula: C3H9N3
Source: the Open Molecules 2025 dataset
Level of theory: wB97M-V/def2-TZVPD

The calculation puts the energy relative to the best compared isomer or geometry (same formula, charge and spin) at 51.1 kcal/mol. The structure (SMILES) is CN/C=N/NC. The lowest unoccupied orbital energy comes out at 1.16 eV.

XYZ file:
```
15
Properties=species:S:1:pos:R:3:mulliken_charge:R:1
C -2.267 1.426 1.227 -0.7875
N -0.858 1.160 1.114 -0.2304
C -0.396 0.438 -0.034 -0.1266
N 0.393 -0.585 0.026 -0.3512
N 0.830 -1.107 -1.191 -0.2694
C 2.322 -1.434 -1.095 -0.6621
H -2.405 1.947 2.154 0.3130
H -2.811 0.496 1.283 0.3239
H -2.733 2.018 0.383 0.2484
H -0.409 0.860 1.945 0.2407
H -0.687 0.948 -0.984 0.2010
H 0.649 -0.362 -1.836 0.2704
H 2.562 -1.987 -2.035 0.3060
H 2.942 -0.551 -0.839 0.2771
H 2.384 -2.230 -0.303 0.2468
```

No. 6
Formula: C4H11NO3
Source: the Open Molecules 2025 dataset
Level of theory: wB97M-V/def2-TZVPD

The calculation puts the energy relative to the best compared isomer or geometry (same formula, charge and spin) at 15.4 kcal/mol. The charge is -2. The lowest unoccupied orbital energy comes out at 7.01 eV.

XYZ file:
```
19
Properties=species:S:1:pos:R:3:mulliken_charge:R:1
C 0.209 -0.930 -0.315 -0.4424
C 0.240 -0.627 1.189 -0.5857
C 1.481 0.082 1.729 -0.6322
O 1.341 0.579 2.974 -0.8983
N -0.566 0.058 -1.076 -0.3026
C -1.017 -0.455 -2.421 -0.4785
O -0.068 -0.489 -3.379 -0.9332
H -0.267 -1.906 -0.439 0.4726
H 1.232 -1.011 -0.717 0.2463
H -0.623 0.019 1.362 0.1909
H 0.108 -1.545 1.788 0.2710
H 2.302 -0.668 1.581 0.2866
H 1.709 0.866 0.942 0.1402
H 0.094 0.781 -1.366 0.2491
H -1.843 0.225 -2.695 0.2431
H -1.444 -1.460 -2.217 0.2146
H -0.567 2.193 1.705 0.3615
H -1.091 1.828 0.308 0.3880
O -1.229 2.459 1.046 -0.7911
```

No. 7
Formula: H19O9
Source: the Open Molecules 2025 dataset
Level of theory: wB97M-V/def2-TZVPD

The spin multiplicity is 2. The calculation puts the energy relative to the best compared isomer or geometry (same formula, charge and spin) at 38.4 kcal/mol. The lowest unoccupied orbital energy (alpha / beta) comes out at 0.05 / -0.02 eV.

XYZ file:
```
28
Properties=species:S:1:pos:R:3:mulliken_charge:R:1
O 3.003 1.678 -1.602 -0.8579
H -1.657 -0.057 -1.227 0.4030
H 2.692 0.399 2.568 0.3416
O 0.191 -1.824 3.637 -0.9381
H -0.276 0.724 2.217 0.2390
O -1.213 1.248 -2.998 -0.8490
H -2.390 -1.814 0.892 0.4300
H -1.764 1.980 -2.773 0.3656
O 0.886 1.521 -0.096 -0.5113
H -1.004 1.232 -3.925 0.3043
H 0.691 -1.339 4.449 0.3655
O 0.418 0.134 1.974 -0.3922
H -0.706 -1.263 -0.730 0.3827
H 0.369 -0.794 2.252 0.2984
O -0.741 -0.405 -1.187 -1.0611
H 1.873 1.304 -0.377 0.5265
H 0.612 0.839 0.738 0.4576
O -3.449 -1.195 -2.015 -0.6842
H 3.965 1.771 -1.458 0.3693
H -3.753 -0.393 -2.555 0.3284
O -2.195 -0.841 0.799 -0.6408
H 0.426 1.041 -0.847 0.3620
H -2.629 -1.589 -2.614 0.3330
O 3.011 0.045 1.734 -1.0040
H -3.022 -0.791 0.262 0.2054
H 0.545 -2.727 3.544 0.4669
H 2.881 1.988 -2.504 0.3213
H 3.236 -0.873 1.843 0.4380
```

No. 8
Formula: C43H53AlBBeBrCaF4KMgN2O20S
Source: the Open Molecules 2025 dataset
Level of theory: wB97M-V/def2-TZVPD

The charge is +1. The lowest unoccupied orbital energy comes out at -8.32 eV.

XYZ file:
```
130
Properties=species:S:1:pos:R:3:mulliken_charge:R:1
C 4.155 -0.657 0.601 -0.5247
C 5.546 -0.217 -0.080 -0.1461
C 5.363 0.366 -1.592 1.9863
C 5.574 1.956 -1.685 -0.6633
C 4.206 2.785 -2.042 -0.7813
C 3.027 2.168 -1.146 0.2552
C 3.028 2.475 0.376 -0.7777
C 1.864 1.843 1.214 -0.4366
C 0.752 0.912 0.584 0.9892
C -0.364 0.383 1.604 -0.1084
C -0.906 1.683 2.432 -0.0933
C -0.299 1.780 3.925 -0.9609
Br -2.911 1.624 2.545 -0.1016
C 0.757 0.574 -0.952 -0.8972
C 1.926 1.255 -1.764 0.6518
S 1.934 0.915 -3.602 -0.1148
C 1.234 -0.812 -3.698 -1.0126
C 1.756 -1.778 -4.845 -0.3650
C 1.176 -3.208 -4.961 -0.5386
C 0.092 -3.614 -3.903 -0.7787
C -0.401 -2.661 -2.729 0.3831
C -1.513 -3.284 -1.765 -0.8056
C -1.311 -2.980 -0.198 0.5746
C -2.250 -4.066 0.585 -0.9092
C -3.698 -3.451 0.939 0.3342
C -4.946 -4.288 0.372 -0.7640
C -6.127 -3.228 0.018 -0.6169
C -6.639 -2.437 1.328 -0.2029
C -5.868 -1.046 1.615 -0.0407
C -6.847 0.186 1.958 -0.5534
C -6.988 1.188 0.685 -0.4405
C -7.265 0.408 -0.697 0.1112
O -8.111 1.227 -1.606 -0.6171
C -7.403 2.499 -1.810 -0.7331
C 0.183 -1.187 -2.604 0.7821
N -0.302 -0.284 -1.541 0.2179
H 4.143 -1.769 0.924 0.3115
H 3.228 -0.509 -0.069 -0.1377
H 3.957 -0.043 1.559 0.2085
H 6.193 -1.173 -0.161 0.0677
H 6.065 0.521 0.618 0.2006
H 4.408 -0.001 -2.085 -2.0537
H 6.234 -0.111 -2.194 0.2024
H 5.871 2.299 -0.622 0.3261
H 6.425 2.250 -2.405 0.2558
H 4.386 3.868 -1.725 0.4498
H 4.016 2.735 -3.165 -0.0314
H 3.850 3.132 0.818 0.3539
H 1.885 2.094 2.340 0.2189
H 0.207 -0.245 2.392 0.2382
H -1.218 -0.189 1.116 -0.3071
H -0.650 2.670 1.912 0.4042
H -1.153 1.817 4.704 0.2148
H 0.290 2.763 4.096 0.2412
H 0.446 0.938 4.176 0.3152
H 2.550 -1.366 -5.569 0.4916
H 1.544 -3.889 -5.800 0.3805
H -0.341 -4.675 -4.036 0.3451
H -2.554 -3.010 -2.175 0.2585
H -1.438 -4.433 -1.883 0.4051
H -1.697 -1.921 -0.003 -0.4279
H -0.211 -3.076 0.090 0.2958
H -2.308 -5.054 -0.016 0.4112
H -1.735 -4.258 1.604 0.3402
H -3.789 -3.331 2.087 0.2490
H -3.769 -2.388 0.498 -0.3628
H -5.304 -5.088 1.128 0.2914
H -4.668 -4.862 -0.592 0.3323
H -5.805 -2.453 -0.773 0.1404
H -7.003 -3.843 -0.396 0.3174
H -6.487 -3.129 2.233 -0.1014
H -7.762 -2.235 1.263 0.4079
H -5.221 -0.778 0.696 -0.1503
H -5.185 -1.225 2.528 0.4306
H -6.328 0.809 2.783 -0.0943
H -7.859 -0.126 2.385 0.5006
H -7.771 1.997 0.893 0.3982
H -5.955 1.694 0.586 0.1411
H -6.252 0.156 -1.199 0.2292
H -7.790 -0.590 -0.417 0.0683
H -6.265 2.392 -1.719 0.2824
H -7.679 2.865 -2.869 0.2468
H -7.824 3.252 -1.041 0.2826
H -1.063 0.327 -1.910 0.3448
Ca 3.281 -1.958 -2.860 1.4402
O 8.628 0.922 0.483 -0.5125
H 8.055 1.607 0.135 0.2484
C 9.549 -1.613 -1.406 0.8203
O 9.792 -0.960 -2.433 -0.6006
O 8.413 -1.963 -1.025 -0.4606
O 10.409 -2.021 -0.594 -0.2974
Be 10.178 1.113 -3.052 0.7159
F -6.323 -2.962 6.784 -0.4254
Al -6.786 -3.904 5.357 0.7253
F -8.197 -3.154 4.580 -0.4580
F -7.187 -5.562 5.840 -0.4559
F -5.431 -3.935 4.200 -0.4061
C 4.959 4.798 -6.031 -0.9482
C 4.715 4.827 -7.345 0.3633
C 5.393 3.886 -8.281 0.8293
O 5.136 3.925 -9.467 -0.5417
C 6.366 2.938 -7.718 -0.7159
C 6.609 2.914 -6.409 0.1834
C 5.910 3.836 -5.472 0.9480
O 6.149 3.768 -4.276 -0.5284
O 7.520 2.033 -5.866 -0.5673
O 3.837 5.715 -7.879 -0.5471
H 4.473 5.473 -5.340 0.5245
H 6.866 2.272 -8.409 0.4644
H 7.516 2.215 -4.900 0.3738
H 3.835 5.536 -8.840 0.3616
Mg 6.196 0.323 -4.929 0.2916
B -4.337 2.151 8.063 1.1839
O -3.153 1.379 8.476 -0.4411
C -3.264 1.161 9.788 0.5910
O -2.456 0.553 10.446 -0.5974
C -4.504 1.771 10.284 0.5911
O -4.897 1.753 11.423 -0.5768
O -5.147 2.359 9.274 -0.5022
O -3.943 3.438 7.465 -0.5222
C -4.427 3.458 6.225 0.6239
O -4.281 4.376 5.451 -0.6526
C -5.148 2.209 5.957 0.5502
O -5.701 1.917 4.923 -0.6722
O -5.104 1.428 7.034 -0.5222
N 11.199 -4.465 1.229 1.1140
O 10.454 -4.983 0.392 -0.4195
O 12.416 -4.623 1.152 -0.4518
O 10.722 -3.782 2.138 -0.4017
K -9.334 -0.010 -2.738 1.0455
```